# 1
Density functional theory data (ωB97M-V/def2-TZVPD) for a structure of composition C37H39Br2ClIN5O2PtSe.

## Properties
relative energy (zero: lowest compared OMol25 entry of this formula, charge and spin): 11.2 kJ/mol
HOMO: -0.4788 Eh
LUMO energy: -6.48 eV
E: -279837.869 eV
frontier orbital gap: 6.55 eV

ORCA input file:
```
! RIJCOSX wB97M-V def2-TZVPD def2/J DEFGRID3
* xyz 2 1
Pt 1.171 1.314 -0.668
Cl 6.655 1.007 3.435
C 5.060 1.183 2.805
C 4.022 1.473 3.645
C 2.711 1.640 3.151
I 1.178 2.182 4.445
C 2.444 1.487 1.814
O 1.226 1.610 1.270
C 3.514 1.204 0.955
N 3.195 1.118 -0.378
C 4.161 0.942 -1.258
C 5.496 0.773 -0.877
C 5.832 0.808 0.449
C 4.836 1.056 1.414
H 4.212 1.588 4.703
H 3.899 0.958 -2.297
H 6.246 0.621 -1.640
H 6.858 0.670 0.762
Br -0.721 1.500 -7.072
C -0.154 1.311 -5.312
C 1.167 1.006 -5.023
C 1.540 0.895 -3.700
N 0.683 1.047 -2.687
C -0.607 1.320 -2.973
C -1.055 1.469 -4.269
C -1.477 1.484 -1.802
C -2.855 1.499 -1.839
C -3.550 1.731 -0.657
Br -5.410 1.788 -0.675
C -2.849 1.936 0.525
C -1.472 1.868 0.493
N -0.813 1.640 -0.648
H 1.893 0.867 -5.811
H 2.550 0.640 -3.450
H -2.084 1.723 -4.476
H -3.390 1.344 -2.765
H -3.367 2.142 1.451
H -0.865 2.002 1.381
C 0.085 5.134 -0.862
C 1.158 4.240 -0.253
C 2.431 5.012 0.065
O 1.476 3.198 -1.179
H -0.142 5.965 -0.194
H -0.836 4.571 -1.040
H 0.432 5.533 -1.816
H 0.774 3.830 0.688
H 2.860 5.413 -0.854
H 3.168 4.356 0.533
H 2.215 5.835 0.746
C -2.802 -5.452 -1.669
C -1.480 -4.963 -1.084
C -0.795 -3.881 -1.919
C -1.541 -2.550 -1.955
N -1.746 -1.974 -0.618
C -0.794 -1.458 0.180
Se 1.005 -1.212 -0.332
N -1.340 -1.134 1.360
C -0.667 -0.597 2.548
C -0.557 -1.634 3.661
C 0.447 -2.748 3.373
C 1.893 -2.255 3.322
C -2.699 -1.426 1.320
C -3.707 -1.230 2.260
C -4.981 -1.604 1.889
C -5.245 -2.151 0.621
C -4.247 -2.335 -0.312
C -2.959 -1.959 0.065
H -3.193 -6.285 -1.087
H -2.669 -5.799 -2.696
H -3.569 -4.675 -1.669
H -0.793 -5.808 -1.012
H -1.633 -4.603 -0.061
H -0.700 -4.220 -2.954
H 0.215 -3.711 -1.546
H -2.531 -2.684 -2.387
H -0.999 -1.822 -2.560
H -1.243 0.267 2.880
H 0.313 -0.242 2.242
H -1.543 -2.063 3.856
H -0.254 -1.104 4.567
H 0.186 -3.261 2.440
H 0.356 -3.491 4.166
H 2.091 -1.646 2.438
H 2.585 -3.096 3.298
H 2.125 -1.657 4.207
H -3.504 -0.810 3.236
H -5.797 -1.479 2.588
H -6.260 -2.429 0.369
H -4.468 -2.750 -1.286
*
```

Atom charges from the Löwdin analysis, given in e for atoms 1 to 2: 1.36 0.77

***

# 2
Density functional theory data (ωB97M-V/def2-TZVPD) for a structure of composition C37H39BrN7O4W.

## Properties
relative energy (zero: lowest compared OMol25 entry of this formula, charge and spin): 106.1 kJ/mol
HOMO (spin up / spin down): -0.3522 / -0.3735 Eh
LUMO energy (spin up / spin down): -3.36 / -3.67 eV
E: -129485.821 eV
frontier orbital gap (spin up / spin down): 6.22 / 6.49 eV

ORCA input file:
```
! RIJCOSX wB97M-V def2-TZVPD def2/J DEFGRID3
* xyz 1 3
W -0.299 -0.536 0.997
O 3.488 -1.993 0.950
C 2.281 -1.859 0.828
O 1.623 -0.723 1.034
C 1.323 -2.924 0.454
C 1.581 -4.242 0.094
C 0.514 -5.085 -0.195
C -0.797 -4.607 -0.106
C -1.002 -3.291 0.279
N 0.040 -2.452 0.546
C -2.300 -2.573 0.460
O -3.400 -3.018 0.211
O -2.050 -1.347 0.906
H 2.600 -4.592 0.075
H 0.695 -6.114 -0.460
H -1.644 -5.244 -0.297
C 1.729 4.200 0.048
N 0.883 3.110 0.494
C 1.420 2.385 1.627
C -0.234 2.747 -0.191
N -0.675 1.505 -0.127
C -1.987 1.203 -0.606
C -3.067 1.972 -0.216
C -4.374 1.621 -0.568
C -4.606 0.509 -1.324
C -3.537 -0.293 -1.770
C -3.797 -1.461 -2.516
C -2.775 -2.283 -2.899
C -1.455 -1.952 -2.581
C -1.142 -0.805 -1.871
N 0.187 -0.562 -1.482
C 1.188 -0.826 -2.291
N 2.431 -0.979 -1.676
C 3.408 -1.974 -2.071
C 3.022 0.259 -1.199
N 1.047 -0.839 -3.644
C 1.890 -1.521 -4.605
C 0.058 0.000 -4.285
C -2.199 0.049 -1.422
N -0.789 3.729 -0.964
C -1.435 3.470 -2.229
C -1.111 5.029 -0.403
H 2.755 3.835 -0.050
H 1.727 5.028 0.760
H 1.400 4.564 -0.921
H 2.482 2.174 1.472
H 0.902 1.415 1.771
H 1.316 2.990 2.534
H -2.905 2.836 0.410
H -5.191 2.226 -0.210
H -5.610 0.202 -1.572
H -4.822 -1.705 -2.743
H -2.970 -3.198 -3.435
H -0.659 -2.629 -2.860
H 2.908 -2.910 -2.313
H 4.037 -2.158 -1.196
H 4.054 -1.662 -2.898
H 2.247 0.874 -0.740
H 3.496 0.819 -2.016
H 3.774 0.010 -0.450
H 2.306 -2.437 -4.201
H 2.701 -0.881 -4.962
H 1.267 -1.790 -5.460
H -0.351 0.715 -3.577
H -0.763 -0.581 -4.711
H 0.553 0.556 -5.085
H -1.171 2.481 -2.593
H -1.090 4.214 -2.951
H -2.524 3.534 -2.158
H -0.754 5.112 0.619
H -2.200 5.151 -0.395
H -0.686 5.834 -1.005
Br -1.905 1.387 2.676
C -0.632 1.173 4.146
C -0.559 2.140 5.110
C 0.273 1.922 6.216
C 0.932 0.731 6.343
C 0.835 -0.272 5.356
C 1.438 -1.529 5.544
C 1.232 -2.517 4.623
C 0.545 -2.247 3.433
C 0.008 -1.004 3.103
C 0.082 -0.039 4.163
H -1.156 3.035 5.036
H 0.348 2.680 6.979
H 1.514 0.521 7.227
H 2.023 -1.700 6.432
H 1.627 -3.508 4.783
H 0.440 -3.086 2.757
*
```

Atom charges from the Löwdin analysis, given in e for atoms 1 to 2: 1.64 0.10

***

# 3
Density functional theory data (ωB97M-V/def2-TZVPD) for a structure of composition C37H39ClIrN3O3Te.

## Properties
relative energy (zero: lowest compared OMol25 entry of this formula, charge and spin): 0.0 kJ/mol
HOMO: -0.4836 Eh
LUMO energy: -6.33 eV
E: -72256.350 eV
frontier orbital gap: 6.83 eV

ORCA input file:
```
! RIJCOSX wB97M-V def2-TZVPD def2/J DEFGRID3
* xyz 2 1
Ir -1.200 -0.013 2.204
Cl 1.525 -4.685 7.002
C 1.141 -3.405 5.919
C 2.081 -2.383 5.691
C 1.795 -1.351 4.838
C 0.563 -1.278 4.158
O 0.364 -0.228 3.391
C -0.386 -2.317 4.381
C -1.673 -2.392 3.791
N -2.148 -1.624 2.848
C -3.437 -1.815 2.271
C -4.265 -2.892 2.453
C -5.518 -2.940 1.808
C -5.928 -1.934 0.980
C -5.086 -0.822 0.750
C -5.416 0.254 -0.104
C -4.525 1.277 -0.283
C -3.294 1.237 0.386
N -2.963 0.256 1.202
C -3.839 -0.779 1.397
C -0.065 -3.364 5.287
H 3.033 -2.420 6.204
H 2.509 -0.555 4.674
H -2.315 -3.187 4.158
H -3.979 -3.724 3.083
H -6.156 -3.796 1.978
H -6.892 -1.977 0.491
H -6.374 0.259 -0.609
H -4.748 2.114 -0.928
H -2.559 2.022 0.256
H -0.792 -4.144 5.471
C -0.686 -3.181 0.571
C -0.436 -1.847 -0.041
O -0.063 -1.819 -1.311
N -0.451 -0.669 0.488
Te -0.034 0.268 -1.524
C 0.873 -0.088 -3.416
C -0.067 -0.017 -4.459
C -1.568 -0.013 -4.273
C 0.393 0.040 -5.771
C 1.741 -0.003 -6.079
C 2.223 0.041 -7.499
C 2.647 -0.135 -5.029
C 2.246 -0.185 -3.705
C 3.303 -0.387 -2.657
C 1.494 1.482 -0.698
C 2.407 1.050 0.273
C 2.613 -0.381 0.695
C 3.223 2.013 0.867
C 3.184 3.353 0.496
C 4.079 4.368 1.145
C 2.308 3.726 -0.517
C 1.457 2.816 -1.133
C 0.600 3.306 -2.273
H -0.170 -3.936 -0.017
H -1.751 -3.415 0.559
H -0.322 -3.198 1.596
H -1.908 -0.531 -3.377
H -2.033 -0.518 -5.118
H -1.962 1.007 -4.250
H -0.333 0.094 -6.574
H 1.409 0.251 -8.191
H 2.669 -0.914 -7.779
H 2.988 0.807 -7.625
H 3.704 -0.218 -5.255
H 4.215 -0.763 -3.117
H 2.989 -1.126 -1.921
H 3.553 0.541 -2.143
H 2.095 -1.096 0.062
H 2.265 -0.531 1.716
H 3.676 -0.622 0.661
H 3.938 1.693 1.617
H 4.845 3.892 1.755
H 3.503 5.037 1.788
H 4.572 4.985 0.395
H 2.288 4.759 -0.847
H 0.361 4.360 -2.142
H -0.346 2.771 -2.380
H 1.137 3.205 -3.218
C -0.591 2.956 2.655
O -0.352 1.897 1.695
H -0.288 3.904 2.216
H -0.039 2.767 3.575
H -1.660 2.969 2.856
H 0.604 1.843 1.509
*
```

Atom charges from the Löwdin analysis, given in e for atoms 1 to 2: 1.44 0.73

***

# 4
Density functional theory data (ωB97M-V/def2-TZVPD) for a structure of composition C37H39CsN10O6S.

## Properties
relative energy (zero: lowest compared OMol25 entry of this formula, charge and spin): 52.3 kJ/mol
HOMO: -0.1162 Eh
LUMO energy: 3.30 eV
E: -77575.515 eV
frontier orbital gap: 6.47 eV

ORCA input file:
```
! RIJCOSX wB97M-V def2-TZVPD def2/J DEFGRID3
* xyz -2 1
Cs 0.876 -1.176 0.382
O -2.699 -3.635 3.167
C -2.144 -3.000 2.271
N -1.412 -1.884 2.395
C -1.870 -0.880 3.153
O -3.059 -0.598 3.358
C -0.854 0.080 3.740
C -1.098 0.589 5.013
C -0.258 1.566 5.511
C 0.784 2.027 4.721
C 0.959 1.445 3.478
N 0.165 0.484 2.991
C -2.271 -3.600 0.871
C -3.062 -4.743 0.730
C -3.283 -5.252 -0.532
C -2.704 -4.616 -1.620
C -1.917 -3.502 -1.389
N -1.716 -2.994 -0.173
H -1.961 0.238 5.561
H -0.433 2.007 6.484
H 1.407 2.857 5.034
H 1.749 1.791 2.820
H -3.483 -5.180 1.623
H -3.902 -6.129 -0.675
H -2.857 -4.974 -2.630
H -1.445 -2.968 -2.208
C 4.811 0.872 -3.016
C 3.477 0.685 -2.349
N 3.202 -0.266 -1.536
N 4.238 -1.076 -1.155
C 3.866 -2.336 -0.985
O 2.771 -2.866 -1.280
C 4.938 -3.203 -0.356
C 4.612 -4.510 -0.010
C 5.550 -5.342 0.588
C 6.832 -4.875 0.839
C 7.168 -3.572 0.491
C 6.228 -2.741 -0.100
C 2.376 1.629 -2.665
C 2.470 2.485 -3.767
C 1.436 3.365 -4.037
C 0.329 3.372 -3.207
C 0.313 2.479 -2.143
N 1.299 1.638 -1.869
H 5.535 0.221 -2.536
H 5.149 1.909 -2.950
H 4.759 0.607 -4.077
H 3.608 -4.853 -0.224
H 5.278 -6.355 0.862
H 7.567 -5.521 1.308
H 8.167 -3.201 0.686
H 6.469 -1.721 -0.366
H 3.345 2.459 -4.401
H 1.500 4.039 -4.883
H -0.503 4.046 -3.366
H -0.548 2.432 -1.486
C -3.179 0.362 -4.592
N -2.345 -0.415 -3.694
C -0.947 -0.427 -4.090
C -2.586 -0.331 -2.324
N -1.612 -0.128 -1.520
N -3.930 -0.488 -1.965
C -4.684 -1.596 -2.531
C -4.265 -0.217 -0.574
H -2.793 1.384 -4.706
H -4.194 0.422 -4.213
H -3.195 -0.104 -5.581
H -0.877 -0.809 -5.111
H -0.370 -1.060 -3.422
H -0.502 0.575 -4.055
H -1.883 -0.382 -0.571
H -4.331 -1.816 -3.536
H -5.741 -1.324 -2.580
H -4.589 -2.503 -1.925
H -3.905 -0.988 0.119
H -5.350 -0.164 -0.487
H -3.851 0.745 -0.278
N -2.214 2.063 1.273
C -1.626 3.084 2.043
C -0.483 3.753 1.603
C 0.100 4.741 2.383
C -0.444 5.086 3.611
C -1.606 4.453 4.030
C -2.195 3.466 3.257
S 0.416 6.210 4.707
O -0.627 6.794 5.544
O 1.086 7.161 3.828
O 1.336 5.344 5.443
H -2.683 1.371 1.851
H -1.546 1.590 0.673
H -0.026 3.466 0.662
H 1.000 5.245 2.052
H -2.031 4.734 4.985
H -3.083 2.950 3.608
*
```

Atom charges from the Löwdin analysis, given in e for atoms 1 to 2: 0.94 0.02